{"formula": "C24H48ClO7P", "method": "ωB97M-V/def2-TZVPD", "homo_lumo_gap_ev": 8.935, "smiles": "COCCCCCCCCCP(CCCCl)CCOC=O.CCOC(C)=O.CCOC(C)=O", "total_charge": 0, "elements": ["Cl", "P", "O", "O", "O", "O", "O", "O", "O", "C", "C", "C", "C", "C", "C", "C", "C", "C", "C", "C", "C", "C", "C", "C", "C", "C", "C", "C", "C", "C", "C", "C", "C", "H", "H", "H", "H", "H", "H", "H", "H", "H", "H", "H", "H", "H", "H", "H", "H", "H", "H", "H", "H", "H", "H", "H", "H", "H", "H", "H", "H", "H", "H", "H", "H", "H", "H", "H", "H", "H", "H", "H", "H", "H", "H", "H", "H", "H", "H", "H", "H"], "positions_angstrom": [[-0.429, 1.009, -1.707], [-3.131, 0.394, 1.255], [-0.839, -2.377, -4.840], [-1.289, -1.297, -6.693], [5.310, 2.961, -1.272], [-5.374, 0.310, 4.415], [6.069, 2.823, 0.775], [-6.088, 0.520, 6.533], [3.651, -0.578, 1.690], [-1.407, -1.458, -5.358], [-1.482, 1.066, 1.770], [1.632, -1.743, 2.236], [3.075, -1.460, 2.618], [4.840, 0.056, 2.122], [-2.991, -2.439, 0.629], [-3.616, -0.398, 2.852], [-0.432, -3.129, 2.932], [-4.074, 0.651, 3.864], [-2.674, -1.017, 0.141], [-0.405, -4.129, 1.763], [-2.122, -3.485, -0.087], [-2.195, -0.452, -4.550], [-5.356, 0.014, 5.726], [-0.899, 2.091, 0.784], [0.930, -2.556, 3.326], [0.206, 1.545, -0.119], [-1.379, 1.049, -7.383], [4.366, 4.448, 0.467], [4.349, 3.414, -2.230], [-2.032, -0.317, -7.422], [5.299, 3.347, 0.018], [-0.660, -3.537, 0.365], [4.722, 4.756, -2.825], [3.349, 3.418, -1.795], [-0.129, -4.159, -0.363], [3.484, 4.577, -0.155], [-2.595, -4.467, -0.006], [-0.209, -2.545, 0.280], [1.597, -2.242, 1.267], [-1.637, 1.543, 2.741], [4.847, 1.083, 1.761], [-2.117, -3.235, -1.155], [-4.408, -1.124, 2.679], [-3.067, -0.288, -7.079], [3.625, -2.411, 2.678], [0.675, 0.662, 0.315], [-4.641, -0.772, 6.013], [1.600, -3.343, 3.685], [-1.150, -4.911, 1.939], [-1.110, -2.297, 2.733], [-0.832, -3.640, 3.814], [-2.684, -0.983, -3.737], [-3.239, -0.838, -0.777], [-1.622, -0.945, -0.140], [-1.332, 1.445, -6.368], [-4.197, 1.637, 3.418], [-1.939, 1.753, -7.999], [0.577, -4.613, 1.763], [-2.047, -0.694, -8.443], [4.923, 0.063, 3.213], [1.143, -0.768, 2.136], [-0.453, 2.911, 1.356], [-1.687, 2.533, 0.173], [4.044, 4.221, 1.480], [-3.363, 0.700, 4.692], [-2.956, 0.084, -5.111], [4.925, 5.383, 0.484], [-2.766, -0.955, 3.262], [-0.359, 0.987, -7.762], [-1.498, 0.270, -4.126], [4.003, 5.040, -3.594], [4.356, 2.647, -3.002], [0.770, -1.881, 4.176], [-2.881, -2.541, 1.706], [5.725, -0.442, 1.712], [-0.790, 0.234, 1.934], [-4.041, -2.664, 0.419], [4.744, 5.541, -2.070], [3.085, -1.029, 3.631], [5.713, 4.702, -3.276], [0.994, 2.273, -0.303]]}